1.
A structure of composition C6H13N3 at a distorted geometry, computed with wB97M-V/def2-TZVPD.

Output
- E_HOMO: -7.78 eV
- ΔE to the lowest compared entry with this formula, charge and spin: 230.9 kcal/mol
- Lowest unoccupied orbital energy: 0.0214 Ha
- Total energy: -400.3251 a.u.

Cartesian coordinates (Å):
C  1.754  -0.160  0.292
C  1.119  1.109  -0.631
C  0.491  -0.159  -0.332
C  -0.953  -0.056  0.180
C  -2.015  0.233  -0.835
C  -1.855  -1.246  -0.258
H  3.693  -0.817  -0.309
H  2.543  -2.258  0.078
H  1.500  0.254  1.240
H  1.773  1.133  -1.463
H  0.259  2.070  1.208
H  0.104  2.943  -0.335
H  0.143  -0.784  -1.322
H  -2.488  -0.420  1.737
H  -0.178  -0.527  1.731
H  -1.699  0.341  -1.853
H  -2.582  0.984  -0.345
H  -2.653  -1.784  0.213
H  -1.241  -2.006  -0.832
N  2.784  -1.298  0.188
N  0.736  2.224  0.204
N  -1.236  0.224  1.446

2.
The molecule C3H3NOS3 at a distorted geometry, computed with wB97M-V/def2-TZVPD.

Output
- E_HOMO: -8.96 eV
- ΔE to the lowest compared entry with this formula, charge and spin: 69.6 kcal/mol
- Lowest unoccupied orbital energy: -0.0735 Ha
- Structure (SMILES): O=CC(=S)N(S)C=S
- Total energy: -1440.5523 a.u.

Cartesian coordinates (Å):
C  0.982  -1.169  -0.238
C  -1.192  0.141  -0.211
C  -2.134  -1.060  -0.463
H  0.234  2.070  1.186
H  0.391  -2.102  -0.232
H  -3.146  -0.731  -0.839
N  0.252  0.027  -0.037
O  -1.830  -2.253  -0.498
S  1.192  1.442  0.709
S  2.683  -0.826  -0.585
S  -2.034  1.329  0.475

3.
A cluster of 9 separate species, C32H72Br8N2O11 in total at a distorted geometry, computed with wB97M-V/def2-TZVPD.

Output
- E_HOMO: -8.78 eV
- Lowest unoccupied orbital energy: 0.0082 Ha
- Structure (SMILES): COCCOCCOC.COCCOCCOC.COCCOCCOC.CNC(C)=O.CNC(C)=O.BrCCBr.BrCCBr.BrCCBr.BrCCBr
- Total energy: -22791.5118 a.u.

Cartesian coordinates (Å):
C  -0.505  -4.822  -0.646
C  -0.564  -5.139  0.863
O  0.014  -4.318  1.590
N  -0.984  -6.304  1.256
C  -1.201  -6.779  2.619
H  -1.415  -4.347  -1.011
H  -0.317  -5.688  -1.280
H  0.326  -4.151  -0.863
H  -1.255  -6.923  0.505
H  -2.106  -6.313  3.009
H  -0.412  -6.612  3.353
H  -1.402  -7.845  2.513
C  1.462  -2.685  -4.013
C  2.592  -3.551  -4.503
O  3.399  -3.957  -3.639
N  2.661  -4.005  -5.720
C  3.635  -5.060  -6.111
H  1.731  -1.670  -4.305
H  1.373  -2.676  -2.926
H  0.526  -2.917  -4.521
H  2.103  -3.624  -6.471
H  3.737  -5.213  -7.186
H  3.321  -5.991  -5.640
H  4.628  -4.800  -5.744
C  2.239  4.095  5.364
O  2.257  5.117  4.353
C  1.148  6.003  4.356
C  -0.219  5.467  3.842
O  -0.183  5.243  2.434
C  0.587  4.065  1.980
C  0.459  3.793  0.452
O  1.070  4.922  -0.208
C  1.190  4.833  -1.574
H  2.165  4.441  6.395
H  3.185  3.562  5.266
H  1.425  3.381  5.237
H  1.506  6.715  3.612
H  0.954  6.481  5.316
H  -0.988  6.215  4.036
H  -0.581  4.604  4.401
H  0.309  3.151  2.505
H  1.665  4.211  2.045
H  -0.593  3.664  0.199
H  0.945  2.860  0.167
H  2.120  4.336  -1.851
H  1.271  5.835  -1.998
H  0.295  4.463  -2.074
C  4.673  -1.463  -0.791
O  4.125  -1.321  0.497
C  2.982  -2.151  0.694
C  2.481  -1.788  2.068
O  2.075  -0.407  2.144
C  1.615  0.005  3.414
C  2.705  0.029  4.540
O  3.740  0.962  4.365
C  4.672  0.944  5.376
H  3.992  -1.104  -1.563
H  4.745  -2.531  -0.994
H  5.583  -0.866  -0.861
H  3.161  -3.226  0.724
H  2.213  -1.946  -0.050
H  3.345  -2.019  2.690
H  1.636  -2.428  2.322
H  0.795  -0.642  3.725
H  1.206  1.011  3.502
H  3.025  -1.005  4.664
H  2.122  0.309  5.418
H  4.178  1.067  6.340
H  5.502  1.631  5.211
H  5.189  -0.015  5.396
C  -3.682  -0.092  -7.438
O  -2.578  0.520  -6.750
C  -2.674  1.953  -6.809
C  -1.794  2.654  -5.800
O  -2.378  2.485  -4.450
C  -1.452  2.752  -3.373
C  -0.205  1.970  -3.402
O  0.427  1.834  -2.139
C  1.666  1.219  -2.158
H  -4.596  0.424  -7.146
H  -3.729  -1.084  -6.988
H  -3.575  -0.037  -8.521
H  -3.682  2.364  -6.752
H  -2.326  2.217  -7.808
H  -1.812  3.732  -5.958
H  -0.800  2.232  -5.949
H  -1.963  2.667  -2.415
H  -1.235  3.815  -3.482
H  0.429  2.454  -4.144
H  -0.315  1.002  -3.890
H  1.487  0.231  -2.582
H  2.043  1.080  -1.145
H  2.413  1.787  -2.714
Br  -2.249  1.558  2.048
C  -1.858  0.655  0.318
C  -0.653  -0.297  0.365
Br  -0.652  -1.498  -1.238
H  -1.815  1.400  -0.476
H  -2.774  0.125  0.058
H  -0.553  -0.845  1.302
H  0.180  0.405  0.337
Br  -2.690  -3.614  -4.305
C  -3.738  -2.095  -3.393
C  -3.214  -0.738  -3.646
Br  -4.447  0.351  -2.622
H  -3.802  -2.309  -2.326
H  -4.770  -2.266  -3.696
H  -3.266  -0.539  -4.716
H  -2.178  -0.551  -3.362
Br  -0.856  2.110  6.229
C  -2.728  2.263  6.623
C  -3.427  3.123  5.572
Br  -5.385  3.230  6.117
H  -2.750  2.601  7.659
H  -3.140  1.254  6.588
H  -3.347  2.622  4.607
H  -3.114  4.167  5.558
Br  -4.313  -2.659  1.069
C  -3.764  -3.527  2.730
C  -2.537  -2.890  3.314
Br  -2.986  -1.168  4.249
H  -3.706  -4.593  2.511
H  -4.583  -3.415  3.440
H  -1.773  -2.654  2.573
H  -2.112  -3.498  4.112